This record from OMol25 describes a molecular structure, C32H52Cl8MgO22S. The level of theory is ωB97M-V/def2-TZVPD.

Atoms and positions in Å:
Cl: 6.28994 1.80666 -2.77789
Cl: 7.56629 3.10726 3.38235
Cl: 5.86224 3.31458 0.56907
Cl: 0.55335 -2.44208 6.49730
Cl: 3.25388 -0.53424 6.22026
Cl: 2.86156 4.83886 -1.21160
Cl: 4.09108 -0.03623 -4.80533
Cl: 0.21176 4.92878 -2.73634
S: 1.70272 0.13463 0.70988
Mg: -0.38336 -0.41137 -0.39461
O: -2.02862 -3.82122 -1.65177
O: -1.73693 0.40168 0.84393
O: -1.21779 5.68757 2.38981
O: -2.43351 2.60077 -1.93202
O: -3.35779 0.42959 2.36914
O: -2.94635 1.23595 -3.60149
O: 0.76051 -0.92917 0.91767
O: 0.25865 -4.47565 0.08942
O: 1.46075 -2.99196 -3.08823
O: 0.85784 0.82182 -0.24740
O: -1.58298 -2.03428 -0.55318
O: 0.41035 -1.29197 -1.91742
O: 0.93310 -5.49551 -1.73849
O: -0.18414 -1.76220 -4.07635
O: 0.80805 4.89132 2.99430
O: -0.93753 3.68159 3.25077
O: -3.06938 -3.54952 0.27003
O: 2.91795 -0.30823 0.01446
O: -1.53083 0.45535 -1.80221
O: -3.83575 1.23522 0.35411
O: 2.23378 -5.24852 0.11476
O: 2.07388 0.91225 1.87877
C: -4.66264 0.93393 2.46163
C: -3.69003 -4.67845 -0.26818
C: -2.85690 -4.95846 -1.49191
C: 0.68999 -4.28982 1.43355
C: -0.51451 4.83551 2.84787
C: 1.21405 3.97241 4.00543
C: -4.98259 1.55149 1.13415
C: -6.02102 0.96966 0.29355
C: 2.03592 -0.75065 4.95610
C: 0.54471 -2.00175 -2.91971
C: -3.59471 2.53205 -3.92989
C: 1.32098 -3.61617 -4.27658
C: 5.32574 2.36406 1.93575
C: 2.14252 -4.67078 1.39652
C: 0.80348 -1.96075 -6.30173
C: 3.10310 -3.55387 1.28275
C: -5.01168 2.09544 -4.45356
C: 1.31062 4.65823 5.38857
C: 1.36298 -2.08257 5.06573
C: 0.37422 -2.71261 -5.04104
C: 5.84336 3.02067 3.26704
C: 0.21665 4.75279 -0.96276
C: -2.24273 -3.05021 -0.65509
C: 0.17542 2.94328 3.72218
C: 1.49709 3.98328 -0.65604
C: 1.09647 -5.10589 -0.59076
C: -5.16454 -4.29114 -0.48291
C: -2.10571 1.39375 -2.41782
C: 5.47648 0.31753 -2.44431
C: -2.88532 0.66496 1.21344
C: -3.47386 3.23164 -2.64076
C: 4.08305 0.07243 -2.99846
H: -5.32307 0.10343 2.71106
H: 2.42259 -5.30110 2.24053
H: -5.69411 -5.18000 -0.82581
H: 1.62041 3.79061 0.40968
H: 0.01279 -1.63769 -6.97889
H: 3.70690 -0.84301 -2.54177
H: 5.27364 0.33279 -1.37347
H: -0.44357 -3.41557 -5.19969
H: -6.15241 -0.09512 0.48607
H: 0.07628 -4.99209 1.99771
H: -5.36642 1.42302 -3.67246
H: 5.57964 4.07828 3.26427
H: 0.64968 -2.25392 4.25954
H: 2.03012 -2.89103 4.76671
H: 0.69857 -3.23352 1.70235
H: 0.38567 5.01305 5.84315
H: -4.38146 3.14555 -2.04331
H: 1.95004 5.53178 5.26148
H: 2.24416 -3.68481 -4.85203
H: -3.21240 4.28695 -2.71863
H: 5.45200 2.64080 4.21078
H: 1.42643 3.02577 -1.17206
H: -6.94301 1.55057 0.31819
H: -3.40426 -5.00728 -2.43325
H: 4.23801 2.31440 1.98559
H: 5.82265 1.39673 1.86214
H: -0.68693 4.21450 -0.67663
H: 4.14255 -3.73585 1.00980
H: -4.85668 1.40588 -5.28336
H: 1.84079 4.08327 6.14781
H: -2.14870 -5.78705 -1.49367
H: -0.14868 2.45531 4.64140
H: -5.66911 2.92347 -4.71863
H: -5.65742 -3.94396 0.42518
H: 0.25975 5.68494 -0.39943
H: 0.93293 -4.63476 -4.27367
H: -5.85933 1.05954 -0.78064
H: 2.96691 -2.88182 0.43546
H: -3.58627 -5.48037 0.46276
H: -4.67103 1.69936 3.23760
H: 2.60426 -0.79112 4.02687
H: 1.54236 -2.56393 -6.82928
H: 0.67329 2.28412 3.01103
H: 1.36427 -1.09957 -5.93843
H: 3.35963 0.85366 -2.76513
H: -5.18282 -3.52120 -1.25423
H: 1.37891 0.11839 4.92151
H: 2.24340 3.64478 3.85980
H: 6.20842 -0.48641 -2.36646
H: 3.10737 -3.05500 2.25188
H: -5.04967 2.62452 1.31366
H: -3.05036 3.10898 -4.67751

Atomic forces in eV per Å
Cl 0.180 0.697 -0.697
Cl 1.365 -0.458 0.050
Cl -0.117 0.245 -0.501
Cl -0.932 -0.360 2.108
Cl 0.120 0.195 0.313
Cl 1.693 0.831 -0.363
Cl -0.186 -0.284 0.368
Cl -0.736 0.416 -0.110
S -1.424 1.082 0.301
Mg -5.206 -1.879 -2.076
O -0.494 -0.463 -1.058
O -2.519 0.662 1.422
O 0.363 -0.069 -0.101
O 2.269 -1.332 0.804
O 0.420 -0.494 1.390
O 2.619 0.193 1.653
O 1.311 -4.517 4.305
O -3.837 2.681 1.903
O -0.556 2.132 3.634
O 3.063 5.954 -1.702
O -1.453 -0.216 1.046
O 1.721 -2.619 -2.887
O 0.235 0.454 1.745
O 2.307 -1.375 2.286
O 1.485 1.709 -0.242
O -1.028 -2.487 0.536
O 1.281 1.854 0.091
O 1.570 0.036 0.157
O -2.076 4.292 -3.628
O 3.568 -0.551 1.634
O 0.465 -2.525 -1.221
O 0.710 -0.510 -0.457
C -1.594 -0.096 1.484
C -1.615 -0.926 0.676
C 0.262 -1.112 -2.140
C -0.016 0.303 0.515
C -0.232 2.063 -1.117
C 0.584 0.979 1.508
C 0.840 0.590 -0.714
C -2.841 -0.018 -0.959
C 0.488 -0.058 -0.642
C -0.695 1.793 -0.420
C -0.552 -1.678 -1.259
C 0.434 -0.404 -3.479
C 0.949 0.174 2.143
C 0.886 -0.026 -0.915
C 0.910 -0.279 0.992
C 1.158 1.915 0.607
C 1.707 -0.235 0.842
C -0.067 0.441 -0.179
C 0.229 -0.713 -2.604
C -2.599 -0.443 -1.477
C -1.262 0.985 -0.735
C 0.625 -0.336 0.554
C 2.154 1.915 1.605
C 0.458 -1.209 1.663
C -1.637 -1.198 0.417
C 3.000 -2.446 -3.719
C 0.651 -0.896 -0.503
C -3.013 -1.952 0.211
C -0.694 -0.654 2.315
C 1.999 0.578 -4.265
C -0.915 1.277 0.991
C 0.657 0.042 -0.689
H -0.025 0.092 0.170
H -0.009 -0.600 -0.410
H -0.183 0.118 -0.174
H -0.193 0.079 0.069
H -0.071 -0.205 0.317
H 0.048 -0.213 -0.390
H -0.287 0.517 0.401
H -0.464 0.531 -0.809
H -0.321 0.087 0.135
H 0.063 0.543 0.539
H -0.658 0.415 0.172
H -0.492 -0.041 -0.189
H -0.416 0.887 -0.206
H 0.724 0.053 0.807
H -1.082 -0.072 0.112
H -0.239 -0.145 -0.290
H -0.061 -0.065 0.184
H -0.081 0.158 -0.166
H 0.510 0.209 0.525
H -0.030 -0.080 -0.110
H -0.120 -0.629 -0.350
H 0.230 0.011 0.100
H -0.498 -0.496 0.796
H -0.453 -0.324 0.216
H 0.130 -0.167 -0.241
H -0.469 -0.160 -0.119
H 0.159 -0.116 -0.020
H 0.107 -1.331 0.707
H 0.032 0.434 -0.332
H -0.140 -0.539 -0.247
H -0.383 -0.318 0.539
H 0.059 -0.452 -0.267
H 0.046 -0.168 0.175
H 0.322 0.025 0.016
H -0.236 0.339 -0.618
H -0.078 0.095 0.939
H 0.907 0.039 0.051
H -1.285 0.358 0.274
H -0.135 -0.028 -0.016
H -0.084 -0.307 0.164
H -0.133 0.255 -0.104
H -0.191 -0.108 -0.250
H -1.028 -0.346 -0.357
H -0.018 0.271 -0.213
H 0.412 0.205 0.096
H -0.279 0.050 -0.011
H -0.092 -0.226 0.245
H -0.191 -0.199 -0.813
H -0.207 -0.329 -1.409
H 0.174 0.680 -0.117
H -0.056 0.146 -0.643
H 0.325 -0.601 -0.288

Values from the calculation:
Lowest unoccupied orbital energy (alpha / beta): -2.03 / -7.15 eV
Kohn-Sham gap (alpha / beta): 9.73 / 4.61 eV
HOMO (alpha / beta): -11.760 / -11.760 eV
2S+1: 2
Total charge: +1

***

This record from OMol25 describes a molecular structure, C32H52ClLuO3PS. The level of theory is ωB97M-V/def2-TZVPD.

Atoms and positions in Å:
Lu: -0.07663 -0.99461 1.08530
Cl: -1.59897 0.18928 2.51505
S: 2.30073 -1.22719 3.14921
P: -1.21100 -0.12798 -1.26649
O: 1.87364 0.46505 0.29854
O: 1.25136 -2.01740 2.30334
O: 3.66765 -1.61927 2.81639
C: 3.07226 1.11741 -0.25728
C: 0.32704 -4.29588 -3.00013
C: 1.88310 -1.96447 4.75929
C: -1.53123 -2.54869 -2.73945
C: -5.09025 1.22719 -0.55926
C: 0.69976 -3.29552 8.67861
C: -3.03590 0.07584 -1.50589
C: 1.38629 3.47967 1.58289
C: -3.51520 0.35525 -2.93276
C: 0.26143 2.88979 -4.62743
C: 0.54178 1.39402 -4.81893
C: 0.75514 -2.15265 -1.66161
C: 2.05175 3.36363 0.31271
C: 0.23725 3.31813 -3.15469
C: -0.76920 -1.94990 -1.55345
C: 2.55553 -1.49208 5.89069
C: -5.65223 1.38273 -1.97767
C: 2.31214 3.37918 2.83156
C: -3.55768 1.15468 -0.53443
C: 1.10243 -3.64048 -1.85184
C: -0.25463 0.92924 -2.46605
C: 3.37769 2.49560 0.13317
C: -1.18265 -4.02986 -2.94795
C: 2.17771 -1.93167 7.16039
C: 1.13222 -2.85130 7.31268
C: -0.63696 2.40817 -2.28489
C: -5.05004 0.38261 -2.97314
C: 4.21602 2.54917 1.41755
C: 3.33632 2.27151 2.63527
C: 0.85514 -2.88720 4.89796
C: 0.48745 -3.32934 6.16953
C: -0.33349 0.49603 -3.93322
H: 2.82966 4.33726 2.96283
H: 1.26104 3.31270 -2.75348
H: -3.12880 1.32737 -3.27251
H: 0.08607 -4.19774 8.60481
H: -6.74095 1.26328 -1.95641
H: -5.38007 0.61892 -3.99234
H: 2.90981 1.04708 -1.34913
H: 1.71408 3.20495 3.73727
H: 3.95091 2.14010 3.53562
H: -1.62266 -4.61065 -2.12599
H: -3.13447 2.13285 -0.81123
H: -3.14701 -0.40759 -3.63480
H: -5.42458 2.05945 0.07014
H: -5.45146 2.40315 -2.33093
H: 4.64917 3.55302 1.49856
H: -0.53552 2.69661 -1.22656
H: -5.41771 -0.62574 -2.73787
H: -3.45269 -0.90222 -1.19646
H: 3.94722 2.95809 -0.68451
H: 0.88521 -4.17360 -0.91608
H: 1.01804 3.47249 -5.16583
H: 0.72061 -3.92394 -3.95637
H: -0.31849 -4.05649 6.27952
H: 2.69254 -1.55859 8.04646
H: 1.13504 -1.58753 -2.52758
H: 1.56545 -3.50883 9.31376
H: 0.83539 4.43599 1.61550
H: 0.38736 1.11527 -5.86941
H: 0.10447 -2.52389 9.18275
H: 5.04138 1.82440 1.36494
H: 1.33500 -1.75220 -0.79435
H: -3.21269 0.94365 0.48717
H: 0.79254 0.80744 -2.11851
H: -0.70763 3.13383 -5.08278
H: -1.65391 -4.37854 -3.87524
H: -5.48931 0.30509 -0.11355
H: -1.13244 -2.46386 -0.62673
H: -1.69665 2.55234 -2.54913
H: 3.36916 -0.77552 5.78316
H: -0.12878 4.34947 -3.07610
H: 1.55008 3.67925 -0.60548
H: 1.59575 1.18885 -4.58494
H: 0.50277 -5.37814 -2.98972
H: -2.61570 -2.45083 -2.58944
H: 3.90060 0.43083 -0.01508
H: -1.37564 0.55209 -4.27937
H: -0.01533 -0.54888 -4.05321
H: 0.31986 -3.27078 4.03160
H: 2.18147 -3.73728 -2.02946
H: 0.61662 2.68171 1.67688
H: -1.29350 -1.98628 -3.65484
H: 2.81296 1.32292 2.45088

Atomic forces in eV per Å
Lu 1.581 1.280 -0.340
Cl -0.358 0.395 0.593
S -0.605 0.658 0.327
P 0.548 0.006 0.234
O -0.142 0.324 0.184
O 0.486 -0.411 0.184
O 0.524 -0.487 0.039
C -2.618 -4.017 -0.511
C -0.015 0.194 -0.134
C 0.176 -0.161 0.161
C 0.280 -0.367 -0.229
C 0.111 -0.169 -0.123
C -0.064 -0.076 0.182
C 0.112 -0.174 -0.106
C -0.899 0.187 1.658
C -0.339 -0.026 -0.072
C -0.132 -0.049 0.024
C 0.089 -0.083 0.084
C 0.153 -0.123 -0.172
C 2.505 -1.033 -1.670
C 0.110 -0.099 0.030
C -0.375 0.735 -1.005
C -0.225 -0.161 0.150
C 0.104 0.072 -0.031
C -0.231 0.021 -0.480
C -0.096 -0.028 0.088
C -0.140 0.003 0.209
C 0.051 -0.502 0.101
C -1.268 2.585 1.060
C -0.078 -0.015 0.173
C -0.063 -0.061 -0.336
C 0.105 0.151 -0.373
C -0.051 0.003 0.088
C 0.061 -0.022 0.054
C -0.171 0.262 0.058
C 0.095 -0.347 0.048
C -0.189 -0.159 0.282
C 0.228 0.142 0.112
C -0.043 0.283 -0.271
H 0.027 -0.004 0.031
H -0.151 -0.058 -0.080
H -0.105 -0.220 0.056
H 0.072 0.085 0.107
H 0.068 0.077 -0.033
H -0.050 -0.055 0.134
H 0.355 0.271 -0.097
H 0.047 0.027 -0.268
H -0.073 0.055 -0.096
H 0.070 0.076 -0.066
H -0.073 -0.171 -0.001
H -0.098 0.220 0.213
H -0.014 -0.125 -0.050
H 0.013 -0.076 0.005
H 0.126 -0.003 0.112
H 0.010 -0.147 -0.250
H 0.012 0.084 -0.036
H 0.123 0.285 0.046
H 0.017 -0.059 0.052
H 0.002 0.102 -0.097
H -0.126 -0.031 0.023
H -0.026 0.011 0.054
H 0.152 0.162 -0.051
H -0.068 -0.054 -0.187
H -0.049 -0.032 0.230
H -0.120 -0.015 -0.034
H -0.029 -0.223 0.088
H 0.103 0.085 0.107
H 0.076 -0.102 -0.086
H -0.196 0.139 -0.066
H -0.246 -0.118 -0.489
H -0.041 0.030 -0.300
H -0.396 0.052 0.039
H 0.032 -0.046 0.026
H 0.049 -0.048 0.128
H 0.059 0.103 -0.032
H 0.026 0.070 -0.022
H 0.259 0.016 -0.004
H -0.155 -0.118 -0.045
H 0.113 -0.103 -0.013
H 0.100 -0.095 0.326
H -0.097 0.053 -0.007
H 0.022 0.131 -0.039
H 0.224 -0.024 0.049
H 0.214 0.334 -0.137
H 0.296 -0.006 0.010
H -0.033 0.342 0.047
H 0.226 0.227 0.073
H -0.190 0.003 0.072
H 0.189 0.133 -0.036
H -0.060 -0.187 0.174
H 0.099 0.213 0.148

Values from the calculation:
Lowest unoccupied orbital energy (alpha / beta): 2.38 / 2.39 eV
Energy above the lowest of the compared OMol25 structures with the same formula, charge and spin: 23.0 kcal/mol
Kohn-Sham gap (alpha / beta): 6.71 / 3.68 eV
HOMO (alpha / beta): -4.330 / -1.283 eV
Total charge: -1

***

no.,strongest force on any atom (eV/A)
1,6.9
2,4.8